The following is a quantum chemistry calculation of 2 unconnected molecules or ions with the total composition C5H10INS, from the Open Molecules 2025 dataset.

Structure (XYZ):
```
18
Properties=species:S:1:pos:R:3:forces:R:3
I 1.598 -2.388 3.447 0.21 0.18 0.20
C 2.063 0.683 -0.129 -1.87 0.53 -0.42
N -0.192 -0.005 1.030 0.96 -1.09 -0.84
C -0.701 -0.307 -0.262 -1.66 -1.68 -0.42
H 2.495 -0.272 -0.149 -0.06 -1.96 -0.22
H 1.655 0.973 -1.095 0.23 -0.27 -0.29
H -2.552 -1.415 -0.953 0.06 -0.42 -0.82
H 1.429 0.626 1.901 0.40 0.56 0.31
C -2.175 -0.830 -0.145 0.06 3.93 -1.35
C 0.970 0.852 0.940 1.55 -0.79 1.39
H -2.878 0.114 -0.055 1.28 -1.98 0.14
H -0.071 -1.061 -0.815 -0.30 0.39 0.33
C 0.806 -2.309 1.587 -2.11 0.35 -1.92
S 0.224 -3.419 0.587 0.97 1.42 1.03
H -2.160 -1.384 0.705 -0.61 -1.63 2.68
H 2.939 1.249 0.029 0.66 1.45 0.59
H -0.800 0.559 -0.892 0.73 0.78 -0.37
H 0.689 1.902 0.981 -0.48 0.22 -0.01
```
Positions in Å, forces in eV/Å.

Computed properties:
**Molecular weight**: 243.1 g mol⁻¹
**Spin multiplicity**: 1
**HOMO-LUMO gap**: 6.3 eV
**HOMO**: -0.28313 Eh
**Net charge**: 0
**E**: -946.95831 hartree

=====

The following is a quantum chemistry calculation of a molecular structure, C26H26MnNOPS4, from the Open Molecules 2025 dataset.

Structure (XYZ):
```
60
Properties=species:S:1:pos:R:3:forces:R:3
C 1.140 3.608 1.775 0.40 -0.39 0.11
H -1.453 -1.049 4.562 -0.02 0.06 0.05
S -1.532 3.209 0.819 0.36 0.31 0.54
C 2.039 4.787 -1.033 -0.44 0.36 0.08
H 1.707 -2.487 1.763 0.02 -0.03 0.05
H -1.482 -4.521 0.977 -0.04 -0.05 -0.06
H 1.725 3.387 2.671 0.01 -0.01 -0.06
H -1.282 6.151 -1.579 -0.03 -0.13 -0.14
H 0.084 -5.873 -2.656 0.06 -0.06 -0.02
C -2.696 -3.946 -2.797 -0.04 0.01 0.00
C -1.129 1.126 -2.417 -0.06 -0.33 -0.05
C -1.471 -1.796 3.783 0.10 0.00 0.04
H 4.136 -2.161 1.479 0.08 -0.05 0.11
O 0.038 0.695 2.236 0.41 0.81 1.69
H 2.264 5.103 -2.054 0.11 -0.14 0.08
C -0.828 5.292 -1.083 0.34 0.15 0.24
P -0.592 -1.727 -0.132 0.97 -1.37 0.15
C 3.963 -1.276 -0.461 -0.09 -0.01 0.04
C 3.460 -1.853 0.698 0.03 0.05 0.01
C 1.746 -1.067 -1.341 -0.22 -0.23 0.07
H 3.497 -0.451 -2.390 0.05 -0.01 -0.05
H -2.246 -5.050 3.275 0.03 -0.15 0.03
C -1.124 -2.460 1.452 -0.13 0.75 0.01
C -0.673 -0.227 1.966 -0.54 -1.86 1.21
H -3.675 -3.924 -3.247 -0.11 0.01 -0.07
C 1.233 -1.649 -0.166 -0.23 0.25 -0.15
C 3.108 -0.887 -1.482 -0.01 0.05 -0.03
S 1.719 2.387 0.536 -0.37 0.10 -0.27
C 2.096 -2.034 0.860 -0.18 0.04 0.00
H 1.064 -0.820 -2.150 0.15 0.08 0.02
S 0.743 5.929 -0.402 -0.03 -0.08 -0.15
H 5.027 -1.136 -0.573 0.13 0.00 0.01
C -0.336 3.624 2.138 -0.60 -0.14 -0.36
C -1.865 -3.097 4.049 0.00 0.17 0.05
C -0.158 -4.012 -1.643 0.08 0.19 0.15
H -2.161 -5.825 -3.670 -0.02 -0.05 -0.07
C -1.491 -3.760 1.744 0.10 0.22 -0.20
C -1.129 -1.476 2.468 -0.30 -0.52 0.09
H -2.950 -2.075 -1.765 -0.14 0.02 -0.08
H -2.787 4.670 -0.498 -0.07 0.06 0.04
H 2.512 2.804 -1.623 -0.08 -0.05 -0.03
N -0.700 1.011 -1.304 -0.32 0.20 -1.59
S -1.673 1.261 -3.880 0.07 0.10 0.15
C -2.295 -2.910 -1.972 0.04 0.05 0.09
H 1.454 4.576 1.390 -0.02 -0.17 0.12
C -1.895 -4.057 3.043 0.07 0.11 0.00
H 0.773 3.105 -1.566 0.04 0.01 0.03
C -0.578 -5.042 -2.465 0.04 -0.05 0.04
C -1.841 -5.012 -3.036 -0.05 0.07 0.00
H -0.552 2.895 2.919 0.06 0.16 0.03
H 2.913 5.000 -0.413 0.01 0.01 -0.08
H -2.163 -3.361 5.051 -0.06 -0.04 0.08
H 0.823 -4.039 -1.190 0.08 -0.01 -0.03
H -1.924 5.550 0.767 -0.06 -0.02 0.01
Mn -0.225 0.587 0.359 0.84 1.71 -1.84
C 1.720 3.310 -1.067 -0.07 -0.51 0.18
H -0.610 4.607 2.519 0.07 0.01 0.07
C -1.813 4.813 -0.028 0.01 -0.36 -0.16
C -1.031 -2.952 -1.391 -0.32 0.66 -0.06
H -0.623 4.524 -1.824 -0.11 0.04 -0.14
```
Positions in Å, forces in eV/Å.

Computed properties:
**Molecular weight**: 582.7 g mol⁻¹
**Spin multiplicity**: 4
**HOMO-LUMO gap (spin up / spin down)**: 5.2 / 5.5 eV
**HOMO (spin up / spin down)**: -0.49628 / -0.49700 Eh
**Net charge**: +2
**E**: -4220.85466 hartree

=====

The following is a quantum chemistry calculation of a molecular structure, C34H47BN6PRuS3, from the Open Molecules 2025 dataset.

Structure (XYZ):
```
93
Properties=species:S:1:pos:R:3:forces:R:3
N 0.769 3.678 -0.386 0.02 0.01 0.05
C 2.578 2.749 -1.230 0.04 0.10 0.08
C -3.645 2.806 4.342 0.07 -0.02 0.03
C -2.374 -3.278 2.708 0.00 0.03 -0.02
C -1.054 -1.276 2.977 0.13 -0.15 -0.02
H 1.477 5.780 1.263 0.00 -0.02 0.01
C -3.383 1.334 2.001 0.10 -0.03 -0.06
H -3.022 -2.187 -2.097 0.00 0.00 -0.02
C -1.183 5.126 -0.846 -0.05 0.03 0.01
H 5.786 -3.562 -0.171 0.01 0.02 0.01
H 2.997 -4.317 2.125 -0.03 0.00 0.01
C -2.464 2.120 4.094 -0.05 0.04 -0.05
H -1.390 5.019 1.912 -0.01 0.00 0.02
H -1.670 2.166 4.826 0.00 0.02 0.01
H 3.957 -1.327 2.230 0.01 -0.02 0.00
S -1.166 1.735 -0.750 0.30 -0.11 0.00
H -2.012 -2.219 -6.312 0.02 -0.01 0.00
C -2.325 1.386 2.915 -0.20 -0.02 0.02
C 4.618 -2.064 1.776 -0.02 0.01 0.07
H 4.426 -4.670 -0.485 -0.02 -0.01 0.01
C 0.430 2.468 -0.875 -0.20 0.02 0.12
H 1.418 0.676 3.526 0.02 -0.04 -0.04
C -0.375 -0.920 -2.804 -0.10 -0.18 0.16
H 0.744 1.365 -4.778 0.01 0.03 0.00
H -4.142 -2.696 -3.352 -0.01 0.01 0.02
C -2.775 -2.077 -5.546 0.02 -0.02 0.03
C -0.064 -2.016 3.640 -0.08 -0.06 -0.04
Ru -0.320 -0.069 0.420 -0.16 -0.02 -0.01
N 3.466 -2.088 -0.420 0.12 -0.07 0.02
H -1.293 -0.153 -5.807 -0.01 0.00 -0.03
H -3.281 -1.123 -5.699 -0.02 0.02 0.01
C 3.322 -1.326 -2.479 0.04 0.00 0.01
H -3.737 -0.988 -3.201 -0.01 0.01 -0.01
C -4.685 2.754 3.428 -0.10 0.00 -0.07
H 5.460 -1.546 1.318 0.02 -0.01 -0.01
H 5.005 -2.696 2.573 0.02 0.01 0.01
C 2.632 -1.036 -0.416 -0.15 0.14 0.26
N 0.460 0.134 -3.070 0.09 0.14 -0.02
C -1.402 -3.997 3.386 0.01 -0.06 0.03
H 1.176 6.395 -0.381 -0.03 0.02 -0.01
C 3.903 -2.273 -1.714 -0.04 -0.01 -0.04
H 0.014 4.003 2.223 0.01 0.00 -0.01
N -1.149 -1.142 -3.928 -0.09 -0.07 -0.15
C -0.763 4.234 1.491 0.02 0.07 0.08
C 4.881 -4.003 0.247 -0.01 -0.02 0.04
H 0.495 -3.934 4.397 0.00 -0.02 0.01
H -0.730 -3.702 -4.701 0.00 0.00 -0.02
S -0.465 -1.781 -1.375 0.02 0.10 0.06
C -1.549 -3.590 -3.992 0.00 -0.02 0.02
N 1.523 1.889 -1.414 -0.07 -0.04 -0.08
H 3.438 -1.125 -3.529 -0.01 0.02 -0.01
H -1.880 4.319 -1.066 0.02 -0.04 0.02
H 0.834 -1.538 4.010 0.01 0.03 0.00
C -0.142 4.753 0.204 0.18 -0.07 -0.16
H -1.181 -3.776 -2.985 -0.01 -0.01 -0.01
H -3.290 0.766 1.080 0.01 0.03 0.02
H -0.704 5.447 -1.770 0.01 0.01 0.00
H -1.767 5.963 -0.463 -0.02 0.01 -0.03
H 2.470 1.026 -3.205 -0.02 0.02 -0.02
H -2.999 -1.348 2.026 0.00 0.02 0.03
P -0.821 0.464 2.632 0.13 0.29 -0.09
H 4.595 -3.046 -1.988 0.00 0.00 -0.01
H 5.181 -4.610 1.099 0.02 -0.02 -0.02
H -1.547 -5.053 3.569 0.01 -0.01 -0.01
C 0.712 5.979 0.513 -0.04 0.01 0.02
B 1.765 0.648 -2.319 0.02 -0.09 0.06
C 0.194 0.567 -4.308 -0.05 -0.06 -0.04
C -3.336 -2.000 -3.122 -0.05 -0.03 0.01
H 2.640 4.745 -0.314 0.01 -0.01 0.01
H -1.390 3.361 1.335 -0.05 -0.03 -0.01
H -3.273 -3.771 2.365 -0.01 0.00 0.00
C 2.673 -3.643 1.332 0.01 -0.04 0.06
H -2.294 -4.352 -4.216 0.01 -0.03 0.00
C -0.827 -0.220 -4.841 0.06 0.00 0.10
H 0.539 2.211 3.532 -0.03 -0.03 0.02
C -2.209 -1.915 2.503 0.00 -0.05 -0.05
H -5.604 3.289 3.627 0.00 0.00 0.01
C 3.905 -2.950 0.762 -0.05 0.11 -0.24
H -3.751 3.377 5.254 0.00 0.00 0.01
N 2.525 -0.543 -1.665 0.03 0.00 -0.09
H 1.954 -2.945 1.757 0.01 0.03 0.00
H -5.381 1.971 1.554 0.01 -0.01 -0.02
C -0.250 -3.368 3.853 -0.03 0.04 -0.01
C 2.118 3.850 -0.594 0.00 -0.06 -0.08
H 3.565 2.528 -1.596 0.01 -0.01 -0.01
H 2.176 -4.242 0.568 0.01 -0.01 -0.02
C -2.220 -2.229 -4.135 0.08 0.15 0.00
C 0.452 1.140 3.712 0.03 -0.06 0.03
C -4.560 2.013 2.257 0.03 0.04 0.10
S 1.866 -0.346 0.999 0.02 0.06 -0.07
H -3.518 -2.860 -5.685 -0.01 0.01 -0.02
H 0.173 0.962 4.751 0.03 0.03 0.00
H 0.051 6.742 0.921 0.01 0.02 0.00
```
Positions in Å, forces in eV/Å.

Computed properties:
**Molecular weight**: 778.8 g mol⁻¹
**Spin multiplicity**: 5
**HOMO-LUMO gap (spin up / spin down)**: 7.1 / 5.1 eV
**HOMO (spin up / spin down)**: -0.59574 / -0.60464 Eh
**Net charge**: +3
**E**: -3307.23741 hartree